Density functional theory data (ωB97M-V/def2-TZVPD) for C10H15ClI2IrN2O2P as an isolated structure.

As for the multiplicity: 5. The value obtained for the orbital gap (alpha / beta) is 7.265 / 4.368 eV. The value obtained for the relative energy (zero: lowest compared OMol25 entry of this formula, charge and spin) is 0.0 kcal per mole. The net charge is +2.

Last column: Mulliken spin population.
CARTESIAN COORDINATES (ANGSTROEM)
Ir: 0.32 -0.24 -0.89  1.02
I: 0.73 -2.78 -1.44  1.23
I: 0.70 2.38 -0.90  1.26
Cl: -1.96 -0.29 0.00  0.20
P: -0.93 -0.10 -2.82  0.14
O: 0.71 2.94 3.60  0.00
O: 2.94 -0.08 -2.39  -0.02
N: 0.62 -0.47 1.24  0.04
N: 1.20 1.76 5.47  0.00
C: 0.52 0.61 2.05  0.03
C: 0.81 -1.66 1.83  0.02
C: 0.88 -1.82 3.22  0.01
C: 0.86 -0.70 4.04  0.00
C: -0.04 -0.14 -4.40  -0.01
C: -2.12 -1.48 -2.97  0.02
C: -1.89 1.44 -2.87  0.01
C: 0.88 1.86 4.15  0.01
C: 1.93 -0.17 -1.81  0.05
C: 0.74 0.56 3.43  -0.02
H: -2.62 -1.39 -3.94  0.00
H: -1.59 -2.44 -2.89  0.01
H: 0.95 -2.84 3.60  0.00
H: -2.39 1.51 -3.84  0.00
H: 0.91 -2.53 1.17  -0.01
H: -2.85 -1.41 -2.16  0.00
H: 1.45 2.62 5.95  0.00
H: 0.64 -1.00 -4.41  0.00
H: -1.23 2.30 -2.73  0.02
H: 0.29 1.56 1.57  0.00
H: 1.49 0.89 5.87  0.00
H: -2.62 1.42 -2.05  -0.01
H: -0.77 -0.25 -5.21  0.00
H: 0.91 -0.83 5.12  0.00
H: 0.54 0.78 -4.55  0.00



Density functional theory data (ωB97M-V/def2-TZVPD) for a 2-piece molecular cluster, C14H21BClFN2O8S overall.

As for the SMILES: CCN[C@@]1([C@H](C)F)OS(=O)(=O)O[C@]1(Cl)B(O)OCC.O=[N+]([O-])c1ccccc1. The value obtained for the orbital gap is 9.479 eV. The net charge is 0.

Last column: Mulliken charge in e.
CARTESIAN COORDINATES (ANGSTROEM)
Cl: 0.75 -0.66 -0.54  -0.04
S: -2.27 -1.44 -0.42  1.13
F: -0.94 -2.46 3.60  -0.42
O: -1.05 -2.51 -0.30  -0.37
O: -3.43 -2.16 -0.03  -0.63
O: 2.43 -2.38 1.12  -0.71
O: 0.95 -4.19 1.29  -0.49
O: -2.29 -0.74 -1.65  -0.51
O: 1.84 5.34 -2.96  -0.61
O: -1.77 -0.45 0.73  -0.46
O: 2.30 3.40 -2.15  -0.61
N: 0.03 -0.34 2.34  0.00
N: 1.58 4.16 -2.76  1.05
C: 4.11 -2.11 -0.62  -1.02
C: 0.00 2.31 -3.07  -0.45
C: -3.02 -1.50 2.97  -1.47
C: -2.02 2.64 -4.33  -0.57
C: -0.50 4.48 -4.03  -0.48
C: 0.32 3.64 -3.30  0.14
C: -0.04 -1.94 0.51  0.02
C: -0.85 -1.18 1.59  0.12
C: 3.55 -3.02 0.46  -0.29
C: -1.72 -2.12 2.48  0.55
C: -0.43 1.00 2.72  -0.10
C: -1.19 1.81 -3.59  -0.19
C: 0.72 1.72 3.41  -1.31
C: -1.68 3.97 -4.55  -0.33
B: 1.20 -2.88 0.98  0.90
H: 0.04 -4.47 1.10  0.32
H: -0.22 5.51 -4.19  0.45
H: -1.94 -3.05 1.96  0.40
H: 3.94 -1.07 -0.36  0.21
H: 0.65 1.67 -2.50  0.44
H: -3.81 -1.68 2.25  0.35
H: 5.17 -2.31 -0.77  0.39
H: 0.40 2.68 3.82  0.41
H: 4.30 -3.19 1.23  0.34
H: -2.94 2.25 -4.74  0.39
H: 0.33 -0.85 3.16  0.39
H: 1.10 1.09 4.22  0.34
H: -2.33 4.61 -5.13  0.37
H: -2.93 -0.44 3.18  0.25
H: -1.28 0.97 3.41  0.09
H: 1.54 1.84 2.71  0.29
H: -3.29 -2.01 3.89  0.45
H: -1.45 0.78 -3.41  0.42
H: -0.70 1.55 1.82  0.31
H: 3.24 -3.98 0.05  0.26
H: 3.59 -2.28 -1.57  0.27



Density functional theory data (ωB97M-V/def2-TZVPD) for a 2-piece molecular cluster, C6H5NO2 overall.

The value obtained for the orbital gap is 7.394 eV. The value obtained for the relative energy (zero: lowest compared OMol25 entry of this formula, charge and spin) is 169.4 kcal per mole. The net charge is 0.

Last column: Mulliken charge in e.
CARTESIAN COORDINATES (ANGSTROEM)
O: 2.90 0.32 1.04  -0.63
O: -2.82 0.65 -1.06  -0.34
N: -2.37 -0.40 -0.60  -0.20
C: 0.99 1.04 -0.25  -0.81
C: 1.01 -1.20 0.52  -0.37
C: -1.03 -0.26 -0.16  0.36
C: -0.28 0.93 -0.38  0.11
C: -0.34 -1.42 0.19  -0.22
C: 1.64 -0.02 0.51  0.27
H: 1.64 1.83 -0.43  0.59
H: -0.84 -2.48 0.10  0.31
H: 1.72 -2.01 0.84  0.27
H: 2.48 1.57 1.86  0.40
H: -1.05 1.77 -0.64  0.27



Number 1: total energy -2150.6893 hartree. Number 2: total energy -2240.5785 hartree. Number 3: total energy -436.6259 hartree.